(1)
89
Properties=species:S:1:pos:R:3:forces:R:3:mulliken_charge:R:1 method="wB97M-V/def2-TZVPD" orbital_gap_ev="6.92 / 6.33" relative_energy_kj_mol=139.7 charge=0 multiplicity=5 s_squared=6.063
Cr 0.626916 0.224505 -0.375115 -0.1 0.2 0.5 -0.78
O 2.482449 2.734990 2.169981 0.0 0.0 0.1 -0.80
C 1.907276 2.138804 1.264729 0.0 0.2 -0.2 -0.29
N 1.271708 0.967491 1.313608 0.1 -0.1 0.0 1.47
C 1.192878 0.409181 2.666011 0.0 0.0 0.0 -2.44
C -0.144404 -1.709284 1.715781 -0.1 0.2 0.1 1.05
C -0.325328 -3.188157 1.946959 -0.1 0.0 0.0 -1.04
C -1.250358 -3.882662 1.225125 0.0 0.0 0.0 -0.63
C -2.151159 -3.189111 0.412962 0.0 0.1 0.0 -1.34
C -2.201824 -1.766956 0.560305 -0.2 -0.1 0.0 0.10
N -1.362589 -1.068680 1.232830 0.0 0.1 0.0 0.00
C 1.840060 2.789826 -0.104739 0.0 0.0 0.1 0.65
C 2.304780 4.080405 -0.296108 0.0 0.0 0.0 -0.84
C 2.135344 4.670011 -1.534375 0.0 0.0 0.0 -0.73
C 1.505872 3.957160 -2.547079 0.0 0.0 0.0 -0.92
C 1.077290 2.673303 -2.281601 0.0 0.0 -0.1 -0.42
N 1.255127 2.098966 -1.090175 0.1 0.0 0.1 0.97
H 0.799772 1.198330 3.313185 0.0 0.0 0.0 0.55
H 2.212498 0.223311 3.010512 0.0 0.0 0.0 0.73
H 0.328042 -3.701522 2.632643 0.1 0.0 0.0 0.38
H -1.308886 -4.960520 1.309959 0.0 0.0 0.0 0.45
H -2.880681 -3.695939 -0.201170 0.0 0.0 0.0 0.49
H -3.048952 -1.230376 0.131786 0.0 0.0 0.0 0.51
H 2.757888 4.579703 0.547672 0.0 0.0 0.0 0.61
H 2.469468 5.684050 -1.708566 0.0 0.0 0.0 0.42
H 1.327087 4.390876 -3.520226 0.0 0.0 0.0 0.47
H 0.555795 2.085321 -3.030087 0.0 0.0 0.0 0.58
O 6.557947 -3.351394 -1.066209 0.0 0.0 0.0 -0.50
C 6.190644 -2.394746 -2.036726 0.0 0.0 0.0 -0.69
C 4.903701 -1.733620 -1.632695 0.0 0.1 -0.1 0.22
C 4.428775 -0.650073 -2.376208 -0.1 0.0 0.0 -1.33
C 3.236229 -0.074289 -2.017439 0.0 0.0 0.0 -0.47
N 2.513717 -0.503127 -0.971913 0.0 0.0 -0.1 0.63
C 2.966639 -1.528072 -0.239516 0.0 0.0 0.1 -0.28
C 4.163110 -2.171075 -0.557730 0.0 0.0 0.0 -0.78
C 2.088727 -1.861469 0.911225 0.2 0.1 -0.1 0.87
C 2.713282 -2.319488 2.042411 -0.1 0.1 0.1 -0.40
C 2.258558 -2.383964 3.423623 0.0 -0.1 -0.1 1.17
C 3.157568 -3.139910 4.367464 0.0 0.0 0.0 -1.12
O 4.324452 -2.400919 4.720152 0.1 0.0 0.0 -0.51
C 1.163835 -1.753847 3.872662 0.0 0.0 -0.1 -2.19
C 0.347333 -0.885202 2.965107 0.0 0.0 0.1 0.22
N 0.798934 -1.527966 0.634559 0.2 -0.2 -0.2 0.62
H 7.404297 -3.735724 -1.311901 0.0 0.0 0.0 0.31
H 6.045323 -2.864421 -3.018421 0.0 0.0 0.0 0.30
H 6.958590 -1.620832 -2.150715 0.0 0.0 0.0 0.35
H 4.978477 -0.259986 -3.221850 0.0 0.0 0.0 0.46
H 2.835832 0.760977 -2.574105 0.0 0.0 0.0 0.54
H 4.505455 -3.008657 0.027571 0.0 0.0 0.0 0.66
H 3.747600 -2.607208 1.898182 0.1 0.0 0.0 0.37
H 3.447885 -4.102600 3.928241 0.0 0.0 0.0 0.31
H 2.638796 -3.337234 5.305018 0.0 0.0 0.0 0.40
H 4.671180 -1.988230 3.921898 0.0 0.0 0.0 0.36
H 0.869890 -1.872046 4.908409 0.0 0.0 0.0 0.30
H -0.560011 -0.564034 3.478306 0.0 -0.1 0.0 1.00
C -7.463975 2.127074 2.008791 0.0 0.0 0.0 -1.55
C -6.022513 2.245624 1.597882 0.0 0.0 0.0 1.05
C -5.114266 1.228254 1.878097 0.0 0.0 0.0 -1.11
C -3.790726 1.317583 1.477370 0.1 0.0 0.0 -0.29
C -3.372042 2.437168 0.777321 0.0 0.1 0.1 -0.37
C -4.252308 3.472217 0.497594 -0.1 -0.1 0.1 -0.24
C -5.570862 3.369285 0.912993 0.0 0.0 0.0 -0.88
S -1.665422 2.599231 0.325324 0.3 -0.1 0.1 1.78
O -1.577899 3.729012 -0.571694 -0.1 0.1 0.1 -0.79
O -0.905725 2.632560 1.541152 -0.2 0.1 0.0 -0.84
N -1.274501 1.237754 -0.471184 -0.1 -0.1 -0.4 0.81
C -1.927843 1.027094 -1.674629 0.1 -0.1 0.1 0.25
C -3.043370 1.677425 -2.167683 -0.3 0.2 -0.1 -0.54
C -3.668689 1.280521 -3.363672 0.0 0.0 0.0 -1.05
C -3.205977 0.241543 -4.120530 0.1 0.0 0.1 -1.08
C -2.040212 -0.428183 -3.687038 -0.1 0.0 -0.1 1.01
C -1.469939 -1.511489 -4.391246 0.0 0.0 0.0 -0.78
C -0.342606 -2.125314 -3.927908 0.0 0.1 0.1 -1.29
C 0.252228 -1.628987 -2.755951 -0.1 0.0 -0.1 -0.22
N -0.243560 -0.611242 -2.089442 0.0 0.0 0.0 1.13
C -1.403540 -0.016525 -2.498393 0.2 -0.2 -0.1 -0.38
H -7.580478 1.439048 2.844975 0.0 0.0 0.0 0.37
H -8.073630 1.751333 1.184625 0.0 0.0 0.0 0.29
H -7.871577 3.093796 2.302929 0.0 0.0 0.0 0.39
H -5.446794 0.355580 2.427585 0.0 0.0 0.0 0.38
H -3.068471 0.545557 1.716741 0.0 0.0 0.0 0.44
H -3.901344 4.340584 -0.041833 0.0 0.0 0.0 0.56
H -6.261850 4.176671 0.701733 0.0 0.0 0.0 0.37
H -3.470103 2.514401 -1.634175 0.1 -0.2 -0.2 0.34
H -4.551076 1.822884 -3.677750 0.0 0.0 0.0 0.43
H -3.699996 -0.069255 -5.030395 0.0 0.0 0.0 0.42
H -1.950758 -1.851301 -5.300438 0.0 0.0 0.0 0.44
H 0.102030 -2.967959 -4.436636 0.0 0.0 0.0 0.50
H 1.144960 -2.085811 -2.348721 0.0 0.0 0.0 0.43



(2)
85
Properties=species:S:1:pos:R:3:forces:R:3:mulliken_charge:R:1 method="wB97M-V/def2-TZVPD" orbital_gap_ev="7.53 / 6.27" relative_energy_kj_mol=0.0 charge=+2 multiplicity=6 s_squared=8.834
Fe 0.110784 -0.118524 -0.579075 0.2 0.4 0.2 1.10
C 2.269002 -2.820538 -2.067422 0.0 0.0 0.0 -1.56
C 2.942957 -1.481660 -2.019770 0.0 0.0 0.0 0.83
C 4.327850 -1.390919 -2.171829 0.0 0.0 0.0 -0.67
C 4.923449 -0.149171 -2.205027 0.0 0.0 0.0 -0.95
C 4.120958 0.982936 -2.148157 0.0 0.0 0.0 -0.67
C 2.757534 0.818194 -2.006659 0.1 0.0 0.0 0.77
N 2.182892 -0.394384 -1.885756 0.0 -0.1 0.0 0.26
C 1.799071 1.950391 -2.106339 0.0 0.1 0.0 0.07
C 2.122955 3.250034 -2.474583 0.0 0.0 0.0 -0.62
C 1.086628 4.142559 -2.701006 0.0 0.0 0.0 -1.29
C -0.230563 3.712090 -2.622603 0.0 0.0 0.0 -0.85
C -0.467457 2.399812 -2.237113 0.1 0.1 -0.1 0.39
N 0.537178 1.587971 -1.935646 -0.2 -0.2 0.3 1.07
C -1.790927 1.725229 -2.302611 -0.1 -0.1 0.0 0.66
C -2.971883 2.412553 -2.521583 0.0 0.0 0.0 -0.99
C -4.126176 1.680162 -2.746328 0.0 0.0 0.0 -0.85
C -4.043272 0.301984 -2.808683 0.0 0.0 0.0 -0.83
C -2.821296 -0.321989 -2.567650 0.0 0.0 0.0 0.93
C -2.659569 -1.802443 -2.748712 0.0 0.1 0.0 -1.33
N -1.731242 0.385635 -2.248913 0.0 -0.1 0.0 0.12
H 2.501801 -3.311504 -3.013243 0.0 0.0 0.0 0.56
H 2.622851 -3.474672 -1.270228 0.0 0.0 0.0 0.29
H 1.189238 -2.706549 -1.995257 0.0 0.0 0.0 0.02
H 4.916505 -2.291856 -2.281857 0.0 0.0 0.0 0.50
H 5.995820 -0.054770 -2.314260 0.0 0.0 0.0 0.52
H 4.560124 1.966479 -2.229558 0.0 0.0 0.0 0.47
H 3.147926 3.559080 -2.615166 0.0 0.0 0.0 0.44
H 1.306056 5.158656 -3.000778 0.0 0.0 0.0 0.51
H -1.039805 4.372049 -2.897531 0.0 0.0 0.0 0.41
H -2.995067 3.492741 -2.524850 0.0 0.0 0.0 0.46
H -5.070379 2.182242 -2.911436 0.0 0.0 0.0 0.49
H -4.908615 -0.292091 -3.068109 0.0 0.0 0.0 0.45
H -3.564228 -2.250410 -3.153719 0.0 0.0 0.0 0.48
H -1.840037 -1.989409 -3.443335 0.0 0.0 0.0 0.29
H -2.412511 -2.291923 -1.809809 0.0 0.0 0.1 0.06
C -2.768335 2.984362 1.177046 0.0 0.0 0.0 -1.25
C -2.191531 1.772039 0.766171 0.0 0.0 0.0 -0.20
N -0.893666 1.574702 0.685291 -0.1 -0.2 -0.1 0.20
C -0.058644 2.586155 1.026588 0.0 0.1 0.0 -0.12
C -0.542963 3.851116 1.406423 0.0 0.0 0.0 1.18
C -1.942212 4.029378 1.477605 0.0 0.0 0.0 -0.78
C 0.373550 4.889226 1.703701 0.0 0.0 0.0 -0.76
C 1.721012 4.656608 1.622769 0.0 0.0 0.0 -1.40
C 2.215473 3.386320 1.304219 0.0 -0.1 0.0 -0.68
C 1.361141 2.319037 1.031522 0.0 0.1 0.1 0.38
N 1.656994 1.015022 0.795062 0.0 -0.2 -0.3 1.05
C 2.738984 0.301510 1.175622 0.1 0.0 0.1 0.08
C 3.993856 0.748123 1.600570 0.0 0.0 0.0 -0.48
C 4.951389 -0.131239 2.115071 0.0 -0.1 0.0 -1.48
C 4.679977 -1.467332 2.253465 0.0 0.0 0.0 -0.73
C 3.436813 -1.985542 1.810875 0.0 0.0 0.0 1.13
C 3.092499 -3.345384 1.958640 0.0 0.0 0.0 -0.79
C 1.872002 -3.780356 1.524183 0.1 0.0 0.0 -1.44
C 1.024616 -2.859002 0.893358 0.1 0.0 0.0 -0.39
N 1.317169 -1.584950 0.733682 -0.2 0.0 -0.1 0.54
C 2.493531 -1.124050 1.219911 0.1 -0.1 0.0 0.39
H -3.843625 3.081022 1.229229 0.0 0.0 0.0 0.49
H -2.818688 0.937519 0.471941 0.0 0.0 0.0 0.51
H -2.339438 4.991390 1.777402 0.0 0.0 0.0 0.50
H -0.004897 5.860655 1.995231 0.0 0.0 0.0 0.48
H 2.421507 5.455032 1.826218 0.0 0.0 0.0 0.44
H 3.283946 3.269086 1.250805 0.0 0.0 0.0 0.53
H 4.262503 1.787545 1.535741 0.0 0.0 0.0 0.24
H 5.905522 0.263412 2.436785 0.0 0.0 0.0 0.46
H 5.398928 -2.137442 2.706811 0.0 0.0 0.0 0.48
H 3.798911 -4.024550 2.419921 0.0 0.0 0.0 0.50
H 1.568427 -4.811756 1.633166 0.0 0.0 0.0 0.49
H 0.080953 -3.188769 0.477409 0.0 0.0 0.0 0.78
N -1.558387 -1.260616 0.317026 0.1 0.0 -0.1 -0.35
C -2.177031 -1.924870 1.038672 0.0 -0.1 0.0 0.06
N -2.880454 -2.676527 1.832022 0.0 0.0 0.0 0.25
C -3.547406 -3.904655 1.362558 0.0 0.0 0.0 -0.45
C -4.956473 -3.921702 1.929752 0.0 0.0 0.0 -0.61
O -4.920106 -3.813156 3.337165 0.0 0.0 0.0 -0.37
C -4.356294 -2.589250 3.759071 0.0 0.0 0.0 -0.62
C -2.915138 -2.465245 3.290340 0.0 0.0 0.0 -0.53
H -2.991891 -4.766824 1.739443 0.0 0.0 0.0 0.27
H -3.554125 -3.925080 0.274062 0.0 0.0 0.0 0.39
H -5.443695 -4.865362 1.693390 0.0 0.0 0.0 0.38
H -5.542827 -3.099558 1.499857 0.0 0.0 0.0 0.31
H -4.390150 -2.583321 4.846634 0.0 0.0 0.0 0.36
H -4.948616 -1.746732 3.379928 0.0 0.0 0.0 0.32
H -2.301908 -3.231981 3.769663 0.0 0.0 0.0 0.28
H -2.509759 -1.481994 3.522583 0.0 0.0 0.0 0.43



Look up the multiplicity of the first one.
5



Which of these has the lowest multiplicity?
C40H35CrN7O5S